No. 1
104
Properties=species:S:1:pos:R:3:lowdin_charge:R:1 method="wB97M-V/def2-TZVPD" orbital_gap_ev=9.04 spin_multiplicity=1 e_homo_ha=-0.3094 smiles=CCCB(CCCCN)CNC.COCCOCCOC.COCCOCCOC.COCCOCCOC total_charge=0
C 2.191 -5.849 -1.935 -0.269
C 1.714 -6.565 -4.404 -0.240
O -0.716 -4.623 1.729 -0.188
H 5.245 -4.640 -5.396 0.067
H -2.103 7.166 0.042 0.089
O -1.680 9.591 4.441 -0.121
C -0.234 -5.852 1.240 -0.104
O -1.201 -1.730 0.793 -0.141
H -3.267 8.622 3.668 0.120
C -3.493 8.644 8.111 -0.114
H 2.133 -3.630 -7.680 0.112
H -3.997 4.721 1.703 0.129
H 0.615 -3.586 0.536 0.122
H -2.869 8.348 8.953 0.087
H 0.013 10.282 5.300 0.127
C -4.088 -1.297 3.774 -0.107
H 0.495 9.100 3.133 0.128
H 1.825 6.607 2.959 0.089
H -0.803 0.694 0.998 0.107
O 0.121 7.248 3.964 -0.194
H 0.459 0.600 2.956 0.083
C 1.153 -6.222 -3.023 -0.199
H 1.829 -4.966 -1.396 0.085
C 4.292 -8.601 -7.705 -0.144
H 2.906 -4.796 -4.703 0.083
C -0.408 -2.238 1.850 -0.183
C 0.516 8.596 4.109 -0.214
H -3.779 -0.246 3.734 0.085
H 1.543 8.659 4.499 0.127
O -2.160 5.547 1.249 -0.200
C -2.629 8.544 4.553 -0.194
H 0.431 -5.406 -3.141 0.102
C -1.547 2.578 0.334 -0.176
H -0.969 -2.282 2.787 0.128
H -2.002 2.215 -0.590 0.128
H 3.109 -8.343 -6.073 0.088
H 0.576 -7.079 -2.662 0.099
C -3.526 -1.635 1.528 -0.208
H 0.002 -5.786 0.171 0.072
H -3.687 9.721 8.165 0.088
H -2.493 -3.360 0.746 0.123
H 3.638 -2.949 -5.899 0.097
C 2.500 -6.944 -7.440 -0.157
H 2.234 -6.656 -1.200 0.102
H 1.748 1.813 3.147 0.088
H -3.895 -1.694 4.768 0.088
H -1.358 3.541 2.663 0.117
H -0.558 8.736 5.968 0.124
O -3.358 -2.078 2.858 -0.189
H 0.200 1.480 -0.229 0.132
H 3.775 -4.684 -2.584 0.065
H -3.893 9.687 5.852 0.129
H 2.730 -6.886 -8.508 0.094
N 3.539 -7.769 -6.783 -0.123
H 6.242 -3.626 -6.441 0.067
H 2.585 -7.216 -4.286 0.098
H -4.453 8.118 8.179 0.087
C -2.991 4.821 2.131 -0.207
C -0.427 9.315 5.051 -0.182
H 4.733 -7.965 -8.475 0.076
N 3.557 -5.659 -2.430 -0.002
C 0.223 -3.583 1.563 -0.208
H -2.783 -2.036 -0.406 0.128
B 2.565 -5.525 -6.734 -0.286
O -2.800 8.308 6.933 -0.189
H 4.385 -2.549 -7.420 0.099
H -5.166 -1.344 3.575 0.088
C -2.821 6.649 0.677 -0.104
O -2.581 2.551 1.311 -0.129
C -2.499 -2.275 0.621 -0.173
H 3.400 -4.487 -8.529 0.097
H 4.236 -6.001 -1.766 0.063
H 5.458 -5.065 -7.081 0.073
H -3.415 -0.542 1.478 0.123
H 5.112 -9.089 -7.174 0.074
C 3.036 -4.241 -7.525 -0.142
C -3.518 8.658 5.769 -0.214
H 0.959 -7.145 -4.948 0.108
H 1.074 -3.726 2.246 0.130
H -3.182 7.347 1.442 0.078
H -4.532 -1.887 1.161 0.129
C 2.124 -5.351 -5.233 -0.125
H 0.372 5.590 2.828 0.080
C -2.413 3.449 2.395 -0.185
H 1.789 0.682 1.777 0.088
C 1.133 1.280 2.423 -0.112
H -2.955 3.017 3.239 0.127
H 0.470 7.112 1.921 0.088
C 5.326 -4.218 -6.401 -0.099
H -3.676 6.330 0.071 0.090
C 0.733 6.615 2.861 -0.100
C -0.397 1.659 0.676 -0.197
H -1.012 -6.596 1.394 0.090
H 0.405 -1.516 1.951 0.107
H 0.673 -6.169 1.770 0.091
H -3.074 5.349 3.092 0.124
O 0.409 2.237 1.690 -0.192
H -2.131 7.572 4.538 0.117
H 1.286 -4.631 -5.274 0.125
C 4.092 -3.394 -6.791 -0.271
H 3.702 -9.374 -8.221 0.077
H 1.493 -7.387 -7.371 0.104
H -4.384 7.992 5.636 0.128
H -1.187 3.597 0.175 0.123

=====

No. 2
58
Properties=species:S:1:pos:R:3:nbo_charge:R:1 method="wB97M-V/def2-TZVPD" orbital_gap_ev=8.88 spin_multiplicity=1 e_homo_ha=-0.2979 smiles="CCOC(=O)C(C(=O)OCC)C1(c2ccc(OC)cc2)c2ccccc2-c2ccccc21" total_charge=0 relative_energy_kcal_mol=47.3
O 6.777 1.213 3.576 -0.546
H 0.605 6.986 0.007 0.204
H 5.787 1.062 1.034 0.270
C 2.954 -1.891 1.626 -0.102
C 1.867 -1.363 4.074 -0.219
H 8.042 2.738 6.393 0.221
H 8.012 -1.768 -1.689 0.223
C 2.368 -2.928 2.328 -0.199
H 4.345 -1.282 -3.448 0.216
H 6.154 2.478 5.111 0.184
C 8.252 2.373 5.379 -0.626
C 3.391 -1.932 0.221 0.033
C 4.259 -0.434 -1.476 -0.207
O 6.704 -1.202 0.471 -0.527
H 6.035 -3.028 -0.289 0.191
C 4.109 -1.486 -2.399 -0.222
H 2.943 -3.921 -0.353 0.215
H 1.428 -1.118 5.076 0.214
C 6.926 1.733 4.981 -0.056
H 2.395 -3.915 1.911 0.206
C 5.253 0.370 1.698 -0.394
C 3.289 -2.954 -0.696 -0.222
C 2.821 2.112 -0.271 -0.134
H 2.660 1.416 -1.131 0.219
C 6.976 -2.574 0.079 -0.082
H 1.687 6.180 -1.197 0.182
O 4.742 0.421 4.105 -0.600
C 3.860 -0.654 -0.163 0.003
C 3.369 2.505 2.062 -0.206
C 2.455 -0.305 3.349 -0.180
H 8.552 3.264 4.809 0.217
O 5.868 -1.958 2.416 -0.580
C 3.055 -0.592 2.124 0.103
H 4.635 0.560 -1.802 0.226
H 1.411 -3.457 4.210 0.214
H 2.332 0.728 3.735 0.224
H 1.960 3.791 -1.357 0.220
C 2.801 3.777 1.976 -0.241
C 2.251 4.251 0.764 0.307
C 3.359 1.634 0.943 -0.067
H 3.656 -3.552 -2.742 0.219
C 1.847 -2.666 3.595 -0.202
H 7.887 -3.559 -1.609 0.217
H 0.134 5.379 -0.654 0.186
C 0.992 6.016 -0.341 -0.262
C 5.562 0.618 3.201 0.837
H 2.769 4.411 2.860 0.223
C 3.678 -2.742 -2.006 -0.210
H 7.315 -3.145 0.961 0.204
H 9.038 -2.722 -0.547 0.210
C 3.917 0.236 1.137 -0.124
C 8.033 -2.634 -1.009 -0.631
H 6.739 0.898 5.667 0.199
C 2.320 3.418 -0.394 -0.321
H 3.713 2.134 3.021 0.229
O 1.676 5.493 0.832 -0.501
H 9.088 1.687 5.484 0.217
C 5.972 -1.049 1.606 0.827

=====

No. 3
15
Properties=species:S:1:pos:R:3:nbo_charge:R:1 method="wB97M-V/def2-TZVPD" orbital_gap_ev=2.98 spin_multiplicity=1 e_homo_ha=-0.0814 total_charge=-1 relative_energy_kcal_mol=231.5
C 2.719 0.655 -0.153 0.610
H -1.312 0.750 -0.601 0.186
C -1.816 0.902 0.361 -0.459
O 2.368 1.860 -0.117 -0.732
H 1.196 0.174 -1.648 0.156
H -0.184 -1.532 1.178 -0.009
H -0.127 -1.038 0.660 -0.011
H -0.983 1.079 1.065 0.229
C 2.098 -0.216 -1.142 -0.277
H 2.101 -1.281 -1.030 0.167
N -2.522 -0.258 0.791 -0.517
H -1.799 -1.841 -0.164 0.099
C -2.779 -1.139 -0.108 0.068
H -2.420 1.870 0.268 0.203
O 3.460 0.017 0.641 -0.714

=====

No. 4
15
Properties=species:S:1:pos:R:3:nbo_charge:R:1 method="wB97M-V/def2-TZVPD" orbital_gap_ev=9.35 spin_multiplicity=1 e_homo_ha=-0.5158 total_charge=+1 relative_energy_kcal_mol=80.4
N 0.631 1.158 0.955 -0.639
C -1.086 -0.275 -0.981 0.198
C -0.434 1.615 0.456 0.230
H 0.172 -0.926 -2.445 0.269
H 0.794 0.056 0.904 0.392
H -1.327 -2.054 -2.176 0.271
H -1.983 1.710 -0.971 0.278
N 1.049 -1.166 1.085 -0.990
H 0.752 -1.656 0.336 0.401
C -0.795 -1.178 -1.859 -0.452
H 2.129 -1.219 1.203 0.412
H 0.662 -1.444 2.002 0.415
H 1.327 1.750 1.381 0.412
C -1.207 0.954 -0.509 -0.416
H -0.684 2.675 0.620 0.218